No. 1
This record from the Open Molecules 2025 dataset describes a single C5H7F3O2S molecule at a distorted geometry. The level of theory is ωB97M-V with the def2-TZVPD basis set.

The geometry in ORCA input format:
```
! wB97M-V def2-TZVPD RIJCOSX def2/J DEFGRID3
* xyz 0 1
C 0.013 1.100 0.893
C -1.423 0.584 0.357
C 0.878 1.470 -0.384
C -2.291 1.430 -0.221
C -1.814 -0.878 0.662
O 3.001 0.461 -1.261
O 2.741 0.702 1.300
F 0.495 2.699 -0.832
F -2.101 2.721 -0.395
F -3.529 1.108 -0.631
S 2.711 1.481 0.065
H -0.223 1.960 1.486
H 0.638 0.407 1.338
H 3.837 0.145 -1.347
H 0.762 0.720 -1.221
H -1.654 -1.579 -0.053
H -2.897 -0.926 0.819
H -1.322 -1.361 1.594
*
```

Summary:
Orbital gap (Ha): 0.360
LUMO level (eV): 0.44

=====

No. 2
This record from the Open Molecules 2025 dataset describes a single C5H7FN2 molecule at a distorted geometry. The level of theory is ωB97M-V with the def2-TZVPD basis set.

The geometry in ORCA input format:
```
! wB97M-V def2-TZVPD RIJCOSX def2/J DEFGRID3
* xyz 0 1
C 0.462 -1.789 -0.074
N 0.370 -0.423 -0.295
C -0.848 0.333 -0.215
N -2.144 -0.325 -0.041
C -0.385 1.655 -0.066
C 1.075 1.714 -0.024
C 1.457 0.429 -0.055
F 2.625 -0.229 -0.043
H 0.840 -2.172 -1.035
H 1.254 -2.074 0.839
H -0.569 -2.241 0.262
H -2.980 0.464 -0.497
H -2.268 -0.434 1.211
H -0.870 2.642 -0.174
H 1.983 2.449 0.206
*
```

Summary:
Orbital gap (Ha): 0.316
Structure (SMILES): Cn1c(N)ccc1F
LUMO level (eV): 0.57

=====

No. 3
This record from the Open Molecules 2025 dataset describes a single C5H7FN2 molecule at a distorted geometry. The level of theory is ωB97M-V with the def2-TZVPD basis set.

The geometry in ORCA input format:
```
! wB97M-V def2-TZVPD RIJCOSX def2/J DEFGRID3
* xyz 0 1
N 0.346 -2.355 -1.720
N 0.152 -1.328 -0.809
C 0.034 -1.508 0.545
C -0.122 -0.319 1.136
C -0.067 0.682 0.101
C -0.126 2.151 0.287
F -0.327 2.489 1.573
C 0.091 0.050 -1.072
H 1.209 -2.755 -1.628
H -0.459 -3.011 -1.642
H 0.084 -2.551 0.980
H -0.294 -0.108 2.177
H -0.935 2.562 -0.267
H 0.824 2.596 0.014
H 0.174 0.304 -2.074
*
```

Summary:
Orbital gap (Ha): 0.348
Structure (SMILES): Nn1ccc(CF)c1
LUMO level (eV): 0.94

=====

No. 4
This record from the Open Molecules 2025 dataset describes a molecular structure, C5H7FO at a distorted geometry. The level of theory is ωB97M-V with the def2-TZVPD basis set.

The geometry in ORCA input format:
```
! wB97M-V def2-TZVPD RIJCOSX def2/J DEFGRID3
* xyz 0 1
C 0.268 0.527 -0.078
C -0.268 -0.466 1.033
C -1.355 -0.604 0.023
C -0.552 -0.044 -1.101
C 1.770 0.467 0.075
H 0.412 -1.305 1.001
H 0.111 -0.036 2.220
H -1.715 -1.669 -0.181
H -2.156 0.251 0.178
H -1.068 0.998 -1.577
H -0.072 -0.712 -1.801
H 2.506 1.221 0.445
O 2.306 -0.512 -0.340
F -0.188 1.884 0.103
*
```

Summary:
Orbital gap (Ha): 0.390
LUMO level (eV): 0.94

=====

No. 5
This record from the Open Molecules 2025 dataset describes a molecular structure, C5H7FO at a distorted geometry. The level of theory is ωB97M-V with the def2-TZVPD basis set.

The geometry in ORCA input format:
```
! wB97M-V def2-TZVPD RIJCOSX def2/J DEFGRID3
* xyz 0 1
C -0.442 1.159 1.226
C 1.264 -2.186 0.018
C 0.043 0.231 0.399
C 1.153 -1.262 0.929
C -1.059 1.040 -1.537
O -0.192 0.119 -0.914
F 1.209 -1.129 2.232
H -1.103 1.942 0.997
H -0.200 1.123 2.205
H 1.779 -3.112 0.299
H 0.983 -1.917 -0.925
H -0.394 2.005 -1.403
H -1.836 1.203 -0.866
H -1.204 0.784 -2.660
*
```

Summary:
Orbital gap (Ha): 0.364
LUMO level (eV): 0.97

=====

No. 6
This record from the Open Molecules 2025 dataset describes a single C5H7FO molecule at a distorted geometry. The level of theory is ωB97M-V with the def2-TZVPD basis set.

The geometry in ORCA input format:
```
! wB97M-V def2-TZVPD RIJCOSX def2/J DEFGRID3
* xyz 0 1
C -1.660 1.594 -0.199
C -0.422 1.160 0.109
C -0.029 -0.264 0.151
C -0.870 -1.300 -0.220
F -2.234 -1.396 -0.144
C 1.368 -0.612 0.425
O 2.252 0.061 -0.577
H -1.670 2.704 0.245
H -2.760 1.132 -0.601
H 0.469 1.838 0.307
H -0.296 -2.351 -0.118
H 1.600 -1.746 0.652
H 1.939 -0.196 1.302
H 2.311 -0.624 -1.333
*
```

Summary:
Orbital gap (Ha): 0.339
Structure (SMILES): C=C/C(=C\F)CO
LUMO level (eV): 0.40

=====

| no. | highest occupied orbital energy (eV) |
| --- | --- |
| 1 | -9.347 |
| 2 | -8.031 |
| 3 | -8.522 |
| 4 | -9.673 |
| 5 | -8.950 |
| 6 | -8.831 |